Formula: C4H9NO2
Source: OMol25
Level of theory: ωB97M-V/def2-TZVPD

Computed properties:
Relative energy (zero: lowest compared OMol25 entry of this formula, charge and spin): 138.7 kJ/mol
Electronic energy: -363.03272 a.u.
Kohn-Sham gap: 10.67 eV

Geometry (Å):
1 C 1.579 1.462 0.217
2 O 0.282 1.308 0.748
3 C -0.695 1.018 -0.234
4 C -1.401 -0.296 0.102
5 N -0.465 -1.310 0.541
6 C 0.043 -2.241 -0.308
7 O -0.327 -2.422 -1.452
8 H 1.858 0.605 -0.412
9 H 1.671 2.373 -0.394
10 H 2.277 1.525 1.057
11 H -0.227 0.926 -1.222
12 H -1.428 1.837 -0.275
13 H -1.900 -0.674 -0.793
14 H -2.159 -0.151 0.878
15 H 0.054 -1.109 1.384
16 H 0.837 -2.853 0.162